P | Molecular formula: C5H5NO5
Method: DFT, ωB97M-V with the def2-TZVPD basis set

ORCA input file:
```
! wB97M-V def2-TZVPD RIJCOSX def2/J DEFGRID3
* xyz 0 1
C -0.980 1.355 0.292
C 1.058 0.057 0.078
C 0.523 1.407 -0.222
C -1.387 -0.079 0.640
C 0.019 -0.994 -0.342
N -2.612 -0.598 0.040
O -1.684 2.340 0.333
O 2.158 -0.197 0.460
O -3.431 -0.994 0.811
O -2.663 -0.510 -1.157
O 0.270 -2.223 0.113
H 0.684 1.955 -1.194
H 0.906 2.068 0.521
H -1.418 -0.339 1.725
H -0.228 -0.722 -1.308
H 1.131 -2.370 0.542
*
```

Q | Molecular formula: C5H5NO5
Method: DFT, ωB97M-V with the def2-TZVPD basis set

ORCA input file:
```
! wB97M-V def2-TZVPD RIJCOSX def2/J DEFGRID3
* xyz 0 1
C -1.201 0.962 -0.011
C -0.393 -1.146 -0.542
C 1.232 0.073 0.749
C -1.780 -0.007 0.947
C -0.209 0.261 -0.796
N 2.321 -0.238 0.091
O -1.424 2.175 -0.022
O 0.077 -2.141 -1.087
O 0.901 0.138 1.906
O -1.351 -1.337 0.394
O 0.418 0.695 -1.885
H -1.490 0.045 1.951
H -2.793 -0.121 0.839
H 2.217 -0.293 -0.944
H 3.224 -0.658 0.452
H 0.252 1.591 -2.042
*
```

Which one sits at the bottom of the stability order? P does.

P | Molecular formula: C5H16N3
Method: DFT, ωB97M-V with the def2-TZVPD basis set

ORCA input file:
```
! wB97M-V def2-TZVPD RIJCOSX def2/J DEFGRID3
* xyz 1 1
C -0.328 -2.606 0.587
C -2.971 1.315 0.105
C 3.118 0.246 0.010
C -0.044 -1.406 -0.356
C -1.569 0.751 -0.011
N -0.637 1.644 0.136
N -1.352 -0.653 -0.409
N 2.053 1.324 -0.330
H -1.007 -3.270 0.087
H 0.704 -3.075 0.512
H -0.556 -2.132 1.513
H -3.675 0.554 -0.373
H -3.068 2.421 -0.130
H -3.235 1.152 1.083
H 3.161 -0.356 -0.826
H 4.074 0.659 0.073
H 2.877 -0.235 0.916
H 0.685 -0.787 0.076
H 0.245 -1.652 -1.381
H -0.756 2.600 0.386
H 0.384 1.469 0.305
H -2.216 -1.168 -0.209
H 1.659 1.000 -1.176
H 2.455 2.205 -0.590
*
```

Q | Molecular formula: C5H16N3
Method: DFT, ωB97M-V with the def2-TZVPD basis set

ORCA input file:
```
! wB97M-V def2-TZVPD RIJCOSX def2/J DEFGRID3
* xyz 1 1
C 0.986 1.994 0.111
C 0.427 3.372 0.077
C 0.666 -0.023 -1.161
N 0.143 1.084 -0.719
N 1.691 -0.635 -0.513
N -0.051 -0.727 -2.060
H 2.143 2.002 -0.256
H 0.983 1.634 1.242
H -0.618 3.370 0.555
H 0.382 3.752 -0.961
H -0.732 1.433 -1.063
H 2.196 -0.300 0.339
H 2.257 -1.236 -0.964
H -0.897 -0.400 -2.515
H 0.226 -1.592 -2.407
H 1.028 4.021 0.522
C -1.487 -1.879 1.873
C -1.188 -2.490 0.485
H -0.670 -2.144 2.469
H -1.596 -0.846 1.905
H -2.411 -2.326 2.283
H -1.765 -1.839 -0.267
H -1.628 -3.424 0.623
H -0.084 -2.800 0.401
*
```

Which one sits at the bottom of the stability order? P does.

P | Molecular formula: C5H16N3
Method: DFT, ωB97M-V with the def2-TZVPD basis set

ORCA input file:
```
! wB97M-V def2-TZVPD RIJCOSX def2/J DEFGRID3
* xyz 1 1
C -0.398 -2.471 -0.218
C -0.451 -0.771 1.608
N 0.044 -1.906 1.085
N -1.772 -0.603 1.456
N 0.273 0.264 2.063
H 0.965 -2.222 1.349
H -2.301 -1.421 1.225
H -2.118 0.330 1.296
H 1.246 0.080 2.260
H -0.205 0.854 2.732
H 0.460 -2.604 -0.874
H -1.236 -2.028 -0.774
H -0.865 -3.402 0.132
C 0.058 1.443 -0.760
C 1.591 1.505 -0.488
C -0.071 1.365 -2.264
H -0.259 0.555 -0.225
H -0.503 2.304 -0.347
H 2.129 1.905 -1.344
H 0.077 2.363 -2.705
H 0.650 0.663 -2.686
H 2.015 0.502 -0.325
H 1.777 2.128 0.392
H -1.106 1.166 -2.588
*
```

Q | Molecular formula: C5H16N3
Method: DFT, ωB97M-V with the def2-TZVPD basis set

ORCA input file:
```
! wB97M-V def2-TZVPD RIJCOSX def2/J DEFGRID3
* xyz 1 1
C -0.922 1.585 -1.113
N 0.086 0.578 -1.009
C -0.278 -0.800 -1.420
C 0.690 -1.799 -0.772
C 0.511 -1.852 0.752
N 1.735 -1.610 1.530
C -0.902 2.423 0.206
N -0.749 1.460 1.354
H -1.890 1.086 -1.072
H -0.747 2.350 -1.851
H 1.064 0.748 -1.160
H -0.040 -0.865 -2.486
H -1.320 -1.089 -1.255
H 0.440 -2.793 -1.120
H 1.714 -1.595 -1.082
H -0.184 -1.068 1.088
H 0.083 -2.800 1.066
H 2.093 -2.452 1.980
H 2.512 -1.337 0.932
H -0.101 3.158 0.257
H -1.842 2.946 0.320
H -0.589 0.515 0.981
H -1.498 1.586 2.032
H 0.135 1.622 1.842
*
```

Properties
* SMILES: NCCCNCC[NH3+]

R | Molecular formula: C5H16N3
Method: DFT, ωB97M-V with the def2-TZVPD basis set

ORCA input file:
```
! wB97M-V def2-TZVPD RIJCOSX def2/J DEFGRID3
* xyz 1 1
C 0.375 0.326 -2.940
C 1.136 -0.972 -2.443
H -0.692 0.278 -3.120
H 0.417 1.157 -2.316
H 0.782 0.626 -3.883
H 0.370 -1.728 -2.861
H 1.263 -0.946 -1.305
H 2.181 -1.063 -2.912
C -0.083 1.522 1.467
C 1.350 1.379 1.778
C -1.288 -0.708 1.313
N -0.529 0.175 1.965
N -2.074 -0.326 0.200
N -1.175 -2.027 1.625
H -0.371 2.366 2.123
H -0.546 1.813 0.474
H 1.859 0.687 2.495
H 1.822 2.350 1.647
H -0.055 -0.238 2.843
H -2.081 0.637 -0.031
H -1.916 -1.030 -0.557
H -0.798 -2.309 2.487
H -1.650 -2.697 0.992
H 1.702 0.730 0.961
*
```

S | Molecular formula: C5H16N3
Method: DFT, ωB97M-V with the def2-TZVPD basis set

ORCA input file:
```
! wB97M-V def2-TZVPD RIJCOSX def2/J DEFGRID3
* xyz 1 1
C 1.547 -1.605 -0.714
C 0.297 -1.807 1.456
N 0.408 -2.191 0.077
N -0.760 -2.078 2.325
N 1.201 -0.931 2.002
H -0.273 -2.830 -0.282
H -1.624 -2.682 2.152
H -0.535 -2.012 3.274
H 2.194 -1.272 1.855
H 0.913 -0.497 2.949
H 2.601 -1.878 -0.319
H 1.437 -0.487 -0.664
H 1.319 -1.939 -1.848
C -0.198 1.524 -0.955
C -1.525 1.905 -0.125
C -0.339 2.463 -2.222
H -0.395 0.528 -1.394
H 0.544 1.521 -0.259
H -1.576 1.411 0.834
H -1.664 2.965 -0.040
H 0.557 2.483 -2.860
H -2.448 1.640 -0.626
H -0.383 3.481 -1.965
H -1.297 2.290 -2.650
*
```

Which one sits at the bottom of the stability order? R does.